1.
Entry from the OMol25 dataset: a molecular structure, C52H41F5N3OS2Sb2V at a distorted geometry (wB97M-V/def2-TZVPD).

Element x y z (Å)
1 V -0.81 1.98 -0.08
2 S -2.50 1.48 1.42
3 C -1.73 1.03 2.88
4 C -2.42 0.97 4.11
5 C -1.80 0.51 5.23
6 C -0.43 0.23 5.20
7 C 0.28 0.37 4.03
8 C -0.37 0.75 2.84
9 S 0.47 0.77 1.37
10 H -3.51 1.11 4.10
11 H -2.36 0.37 6.16
12 H 0.11 -0.09 6.09
13 H 1.36 0.12 4.02
14 C 3.68 -4.15 0.23
15 C 2.52 -4.88 -0.49
16 C 1.07 -4.86 0.02
17 Sb -0.17 -3.19 -0.62
18 C -1.93 -3.66 0.50
19 C -2.28 -4.89 0.98
20 C -3.44 -5.06 1.75
21 C -4.27 -3.98 1.98
22 C -3.91 -2.71 1.52
23 C -2.76 -2.56 0.80
24 C -0.74 -3.86 -2.57
25 C -1.38 -5.07 -2.78
26 C -1.89 -5.40 -4.04
27 C -1.72 -4.50 -5.08
28 C -1.08 -3.30 -4.88
29 C -0.58 -2.97 -3.64
30 Sb 3.76 -2.03 0.78
31 C 3.17 -1.14 -1.07
32 C 2.62 -1.81 -2.16
33 C 2.49 -1.28 -3.42
34 C 3.00 0.00 -3.65
35 C 3.45 0.75 -2.57
36 C 3.54 0.18 -1.30
37 C 2.28 -2.42 2.33
38 C 0.89 -2.30 2.33
39 C 0.16 -2.90 3.34
40 C 0.74 -3.65 4.34
41 C 2.11 -3.71 4.39
42 C 2.87 -3.10 3.39
43 H 4.56 -4.34 -0.40
44 H 3.91 -4.68 1.16
45 H 2.83 -5.94 -0.43
46 H 2.54 -4.68 -1.55
47 H 1.10 -4.82 1.12
48 H 0.59 -5.78 -0.31
49 H -1.65 -5.73 0.78
50 H -3.71 -6.03 2.11
51 H -5.16 -4.04 2.58
52 H -4.53 -1.84 1.70
53 H -2.49 -1.58 0.45
54 H -1.51 -5.82 -1.99
55 H -2.49 -6.32 -4.22
56 H -2.15 -4.71 -6.08
57 H -0.91 -2.66 -5.72
58 H -0.09 -2.00 -3.51
59 H 2.31 -2.84 -2.03
60 H 2.10 -1.88 -4.22
61 H 2.89 0.42 -4.64
62 H 3.80 1.77 -2.69
63 H 3.94 0.79 -0.51
64 H 0.41 -1.75 1.53
65 H -0.92 -2.79 3.28
66 H 0.13 -4.18 5.04
67 H 2.64 -4.24 5.18
68 H 3.96 -3.16 3.43
69 C -1.48 5.03 0.70
70 N -1.78 3.91 -0.20
71 C -2.83 3.89 -0.91
72 C -3.18 2.69 -1.61
73 C -4.16 2.30 -2.53
74 C -3.94 0.95 -2.79
75 C -2.81 0.58 -2.06
76 N -2.36 1.62 -1.34
77 C -0.51 6.07 0.15
78 C 0.37 6.77 1.00
79 C 1.17 7.77 0.49
80 C 1.09 8.16 -0.84
81 C 0.21 7.46 -1.68
82 C -0.53 6.39 -1.18
83 H -1.09 4.59 1.62
84 H -2.42 5.48 1.00
85 H -3.49 4.77 -0.94
86 H -4.93 2.92 -2.97
87 H -4.50 0.30 -3.45
88 H -2.38 -0.41 -1.93
89 H 0.52 6.43 2.00
90 H 1.92 8.27 1.11
91 H 1.73 8.96 -1.20
92 H 0.17 7.68 -2.74
93 H -1.16 5.80 -1.87
94 O 0.04 0.61 -3.72
95 C 0.15 0.77 -2.57
96 N 0.24 0.89 -1.38
97 F 1.00 3.47 -2.18
98 C 1.54 3.76 -0.98
99 C 0.94 3.29 0.18
100 C 1.55 3.73 1.33
101 F 0.96 3.47 2.55
102 C 2.68 4.50 1.37
103 F 3.23 4.85 2.53
104 C 3.27 4.88 0.19
105 F 4.39 5.61 0.17
106 C 2.70 4.50 -0.99
107 F 3.14 4.96 -2.16

Calculated values
- largest force on an atom (Eh/bohr) = 0.033
- multiplicity = 2
- calculated total energy (a.u.) = -4965.8959
- HOMO energy (spin up / spin down) (eV) = -5.1 / -5.0
- orbital gap (spin up / spin down) (eV) = 6.9043 / 7.2457
- charge = -1

2.
Entry from the OMol25 dataset: 4 unconnected molecules or ions with the total composition C52H41NO10 (wB97M-V/def2-TZVPD).

Element x y z (Å)
1 H 1.86 -1.55 -5.63
2 N 2.51 -1.56 -4.85
3 C 2.63 -2.71 -4.35
4 C 3.58 -2.89 -3.20
5 C 1.85 -3.89 -4.92
6 C 1.94 -5.26 -4.22
7 C 0.63 -5.60 -3.55
8 O 0.30 -5.39 -2.42
9 O -0.20 -6.21 -4.44
10 C 0.54 -6.55 -5.63
11 C 2.01 -6.41 -5.24
12 O 2.79 -6.21 -6.38
13 C 4.01 -6.91 -6.41
14 C 5.06 -6.37 -5.43
15 C 6.47 -6.77 -5.86
16 O 4.92 -4.96 -5.27
17 H 4.56 -3.19 -3.57
18 H 3.68 -1.93 -2.69
19 H 3.26 -3.64 -2.48
20 H 2.18 -4.03 -5.96
21 H 0.81 -3.56 -4.97
22 H 2.74 -5.28 -3.49
23 H 0.27 -7.57 -5.92
24 H 0.29 -5.87 -6.44
25 H 2.33 -7.32 -4.71
26 H 4.37 -6.83 -7.44
27 H 3.84 -7.98 -6.20
28 H 4.87 -6.77 -4.43
29 H 6.72 -7.77 -5.50
30 H 7.19 -6.07 -5.43
31 H 6.58 -6.76 -6.94
32 H 5.10 -4.53 -6.11
33 O -2.61 -5.11 4.65
34 C -2.40 -4.43 3.68
35 C -2.32 -2.94 3.79
36 C -2.46 -2.35 5.04
37 C -2.37 -0.97 5.16
38 C -2.14 -0.18 4.04
39 C -2.01 -0.76 2.80
40 C -2.09 -2.14 2.66
41 C -1.93 -2.74 1.30
42 O -1.75 -2.05 0.33
43 C -1.98 -4.23 1.20
44 C -1.80 -4.82 -0.04
45 C -1.83 -6.20 -0.16
46 C -2.05 -6.99 0.96
47 C -2.23 -6.41 2.20
48 C -2.20 -5.03 2.33
49 H -2.64 -2.98 5.89
50 H -2.47 -0.51 6.14
51 H -2.05 0.89 4.14
52 H -1.83 -0.16 1.91
53 H -1.61 -4.19 -0.90
54 H -1.67 -6.65 -1.13
55 H -2.07 -8.07 0.86
56 H -2.41 -7.01 3.08
57 O 1.49 4.37 6.24
58 C 1.62 4.42 5.04
59 C 1.51 3.20 4.20
60 C 1.23 1.98 4.81
61 C 1.11 0.83 4.05
62 C 1.28 0.88 2.67
63 C 1.57 2.09 2.06
64 C 1.68 3.25 2.81
65 C 1.97 4.54 2.12
66 O 2.08 4.59 0.91
67 C 2.05 5.77 2.96
68 C 2.27 6.99 2.33
69 C 2.32 8.15 3.08
70 C 2.15 8.10 4.46
71 C 1.93 6.88 5.09
72 C 1.87 5.72 4.34
73 H 1.10 1.96 5.89
74 H 0.87 -0.11 4.53
75 H 1.18 -0.02 2.08
76 H 1.71 2.15 0.98
77 H 2.40 7.01 1.26
78 H 2.50 9.10 2.59
79 H 2.19 9.01 5.05
80 H 1.79 6.82 6.16
81 O -2.12 6.64 2.64
82 C -2.87 6.40 1.72
83 C -2.46 5.50 0.61
84 C -1.20 4.91 0.65
85 C -0.80 4.06 -0.37
86 C -1.65 3.79 -1.43
87 C -2.91 4.38 -1.48
88 C -3.32 5.23 -0.46
89 C -4.67 5.86 -0.55
90 O -5.40 5.66 -1.49
91 C -5.08 6.75 0.58
92 C -6.35 7.32 0.55
93 C -6.76 8.15 1.58
94 C -5.91 8.39 2.66
95 C -4.65 7.83 2.69
96 C -4.23 7.00 1.66
97 H -0.56 5.15 1.48
98 H 0.19 3.62 -0.33
99 H -1.34 3.12 -2.22
100 H -3.59 4.18 -2.30
101 H -6.99 7.12 -0.30
102 H -7.75 8.59 1.55
103 H -6.24 9.03 3.47
104 H -3.98 8.01 3.52

Calculated values
- largest force on an atom (Eh/bohr) = 0.005
- SMILES = [H]/N=C(/C)C[C@H]1C(=O)OC[C@H]1OC[C@@H](C)O.O=C1c2ccccc2C(=O)c2ccccc21.O=C1c2ccccc2C(=O)c2ccccc21.O=C1c2ccccc2C(=O)c2ccccc21
- multiplicity = 1
- calculated total energy (a.u.) = -2813.3727
- HOMO energy (eV) = -9.5
- orbital gap (eV) = 8.5920
- charge = 0

3.
Entry from the OMol25 dataset: a molecular structure, C52H43Br4N4O2P2S4Tl (wB97M-V/def2-TZVPD).

Element x y z (Å)
1 Tl -0.07 1.56 0.84
2 S -2.01 1.32 -0.96
3 S -2.00 3.09 -2.01
4 S -1.98 4.48 -0.49
5 S -0.17 4.20 0.41
6 Br 1.67 5.97 6.32
7 C 0.76 4.70 5.23
8 C -0.58 4.44 5.43
9 Br -1.56 5.33 6.78
10 C -1.21 3.50 4.59
11 Br -3.04 3.03 4.86
12 C -0.56 2.82 3.56
13 O -1.17 1.94 2.83
14 C 0.85 3.12 3.34
15 O 1.49 2.51 2.40
16 C 1.45 4.04 4.20
17 Br 3.31 4.32 3.91
18 N -2.09 -2.02 0.29
19 P -2.55 -0.86 1.47
20 C -3.01 -2.05 2.82
21 C -3.70 -3.24 2.62
22 C -4.02 -4.07 3.68
23 C -3.67 -3.71 4.98
24 C -3.01 -2.51 5.20
25 C -2.68 -1.69 4.12
26 C -4.26 -0.33 1.05
27 C -5.05 -0.91 0.07
28 C -6.30 -0.38 -0.22
29 C -6.76 0.74 0.47
30 C -5.96 1.32 1.45
31 C -4.72 0.78 1.74
32 P -1.02 -1.74 -1.00
33 C -2.09 -2.09 -2.46
34 C -2.89 -3.23 -2.55
35 C -3.73 -3.42 -3.64
36 C -3.78 -2.47 -4.66
37 C -2.97 -1.35 -4.59
38 C -2.13 -1.16 -3.49
39 C -0.07 -3.32 -0.93
40 C 0.38 -3.97 -2.07
41 C 1.25 -5.05 -1.98
42 C 1.69 -5.49 -0.74
43 C 1.26 -4.83 0.41
44 C 0.40 -3.75 0.32
45 H -2.69 -2.84 0.19
46 H -4.01 -3.53 1.62
47 H -4.56 -4.99 3.50
48 H -3.93 -4.35 5.81
49 H -2.74 -2.21 6.20
50 H -2.18 -0.74 4.30
51 H -4.69 -1.76 -0.51
52 H -6.91 -0.83 -1.00
53 H -7.72 1.17 0.21
54 H -6.30 2.20 1.97
55 H -4.08 1.27 2.47
56 H -2.85 -3.98 -1.77
57 H -4.36 -4.30 -3.69
58 H -4.44 -2.61 -5.50
59 H -3.00 -0.60 -5.37
60 H -1.53 -0.26 -3.42
61 H 0.04 -3.64 -3.05
62 H 1.59 -5.55 -2.88
63 H 2.37 -6.32 -0.66
64 H 1.61 -5.16 1.38
65 H 0.08 -3.23 1.21
66 C 4.25 2.80 0.29
67 C 4.58 3.01 -1.16
68 C 5.07 4.24 -1.60
69 C 5.40 4.48 -2.92
70 C 5.26 3.46 -3.85
71 C 4.77 2.23 -3.45
72 C 4.42 2.01 -2.12
73 N 3.97 0.72 -1.74
74 C 2.76 0.60 -0.97
75 N 2.95 -0.33 0.00
76 C 2.22 -0.77 1.14
77 C 0.97 -0.28 1.53
78 C 0.46 -0.76 2.73
79 C 1.09 -1.73 3.49
80 C 2.31 -2.24 3.05
81 C 2.89 -1.76 1.89
82 C 4.24 -2.29 1.46
83 N 1.68 1.23 -1.20
84 C 1.56 1.94 -2.42
85 C 1.56 3.33 -2.44
86 C 1.37 4.01 -3.63
87 C 1.17 3.31 -4.81
88 C 1.17 1.93 -4.79
89 C 1.37 1.22 -3.60
90 C 1.41 -0.29 -3.62
91 H 4.67 3.60 0.90
92 H 4.64 1.85 0.65
93 H 3.17 2.80 0.50
94 H 5.19 5.03 -0.86
95 H 5.78 5.45 -3.22
96 H 5.51 3.63 -4.89
97 H 4.63 1.44 -4.17
98 H 4.01 0.05 -2.49
99 H 3.90 -0.65 -0.01
100 H -0.46 -0.32 3.10
101 H 0.66 -2.08 4.42
102 H 2.84 -2.99 3.63
103 H 4.58 -3.05 2.16
104 H 5.00 -1.50 1.45
105 H 4.21 -2.74 0.47
106 H 1.70 3.87 -1.51
107 H 1.37 5.09 -3.62
108 H 1.01 3.84 -5.74
109 H 1.01 1.37 -5.70
110 H 0.83 -0.68 -4.46
111 H 1.02 -0.71 -2.70
112 H 2.44 -0.66 -3.75

Calculated values
- largest force on an atom (Eh/bohr) = 0.010
- multiplicity = 1
- calculated total energy (a.u.) = -15121.0439
- HOMO energy (eV) = -1.6
- orbital gap (eV) = 5.3105
- charge = -2

4.
Entry from the OMol25 dataset: a molecular structure, C52H43ClN3O7P2RbS at a distorted geometry (wB97M-V/def2-TZVPD).

Element x y z (Å)
1 Rb -0.73 1.85 0.96
2 O -1.54 -2.04 0.81
3 S -0.21 -1.60 1.32
4 C 0.02 -2.44 2.85
5 C -0.70 -3.59 2.97
6 C -0.63 -4.29 4.20
7 C 0.06 -3.69 5.25
8 C 0.72 -2.45 5.08
9 C 0.77 -1.83 3.85
10 P 1.51 -0.20 3.64
11 C 2.83 -0.65 2.39
12 C 3.06 0.28 1.43
13 C 4.04 0.08 0.49
14 C 4.84 -1.07 0.53
15 C 4.60 -2.06 1.47
16 C 3.59 -1.82 2.42
17 C 2.37 0.13 5.23
18 C 1.70 0.60 6.33
19 C 2.35 0.75 7.56
20 C 3.72 0.49 7.62
21 C 4.36 0.03 6.52
22 C 3.69 -0.21 5.33
23 C 0.97 -2.53 0.26
24 C 1.66 -3.68 0.61
25 C 2.27 -4.52 -0.29
26 C 2.19 -4.16 -1.68
27 C 1.49 -3.01 -2.02
28 C 0.97 -2.15 -1.06
29 P -0.02 -0.71 -1.66
30 C -1.32 -1.71 -2.55
31 C -2.29 -1.07 -3.36
32 C -3.42 -1.71 -3.79
33 C -3.62 -3.05 -3.42
34 C -2.72 -3.70 -2.60
35 C -1.59 -2.99 -2.14
36 C 1.07 -0.17 -3.08
37 C 2.32 0.40 -2.77
38 C 3.19 0.67 -3.82
39 C 2.79 0.50 -5.14
40 C 1.54 -0.02 -5.48
41 C 0.70 -0.36 -4.41
42 H -1.30 -4.08 2.16
43 H -1.17 -5.24 4.30
44 H -0.03 -4.19 6.20
45 H 1.17 -1.95 5.96
46 H 2.61 1.29 1.41
47 H 4.26 0.88 -0.16
48 H 5.51 -1.40 -0.30
49 H 5.23 -2.91 1.60
50 H 3.39 -2.57 3.22
51 H 0.61 0.94 6.26
52 H 1.87 1.00 8.47
53 H 4.26 0.73 8.52
54 H 5.45 -0.15 6.56
55 H 4.27 -0.63 4.50
56 H 1.85 -3.93 1.68
57 H 2.72 -5.42 0.05
58 H 2.52 -4.85 -2.44
59 H 1.39 -2.78 -3.08
60 H -2.13 -0.02 -3.69
61 H -4.23 -1.21 -4.40
62 H -4.48 -3.51 -3.84
63 H -2.76 -4.76 -2.39
64 H -0.87 -3.57 -1.56
65 H 2.59 0.73 -1.75
66 H 4.14 1.15 -3.60
67 H 3.56 0.66 -5.91
68 H 1.21 -0.05 -6.52
69 H -0.31 -0.69 -4.64
70 O -4.44 2.00 -4.65
71 C -5.33 1.69 -3.73
72 O -6.51 1.51 -3.99
73 C -4.83 1.67 -2.28
74 C -5.61 1.26 -1.19
75 Cl -7.21 0.73 -1.06
76 N -4.87 1.52 -0.09
77 N -3.65 2.08 -0.31
78 C -3.63 2.19 -1.63
79 C -2.38 2.65 -2.23
80 O -2.21 2.47 -3.46
81 O -1.48 3.09 -1.46
82 C -5.06 1.00 1.21
83 C -4.23 -0.08 1.62
84 C -4.27 -0.56 2.92
85 C -5.21 0.05 3.78
86 C -6.03 1.06 3.34
87 C -5.94 1.59 2.08
88 H -3.54 2.14 -4.21
89 H -3.55 -0.51 0.88
90 H -3.75 -1.30 3.36
91 H -5.14 -0.22 4.89
92 H -6.72 1.60 4.02
93 H -6.53 2.49 1.74
94 O 3.45 2.82 -0.72
95 C 2.32 3.29 -0.90
96 O 1.36 3.35 -0.13
97 C 2.17 3.81 -2.44
98 N 0.79 3.41 -2.94
99 C 0.12 4.59 -3.56
100 C 1.18 5.64 -3.68
101 C 2.21 5.30 -2.56
102 H 2.95 3.31 -2.99
103 H 0.18 3.08 -2.15
104 H 0.91 2.62 -3.56
105 H -0.70 4.86 -2.89
106 H -0.32 4.35 -4.54
107 H 0.73 6.66 -3.67
108 H 1.65 5.54 -4.73
109 H 1.99 5.89 -1.64
110 H 3.19 5.60 -2.91

Calculated values
- largest force on an atom (Eh/bohr) = 0.092
- multiplicity = 1
- calculated total energy (a.u.) = -4263.5130
- HOMO energy (eV) = -8.5
- orbital gap (eV) = 8.5571
- charge = 0